Entry 1:
C3H8O2 | ωB97M-V/def2-TZVPD

Values from the calculation:
Charge: 0
Energy relative to the best compared isomer or geometry (same formula, charge and spin) in kcal/mol: 81.8
Total energy in eV: -7332.503
Multiplicity: 1

The geometry in XYZ format:
```
13
C3H8O2 (ωB97M-V/def2-TZVPD)
O 0.05689 -0.05714 -1.12742
H 1.41850 0.02026 1.26417
H 1.46229 -0.64607 -1.17406
H -0.43783 -1.40858 0.35819
C -0.49049 -0.35024 0.09653
H -2.20797 0.08279 1.29304
O 2.34469 -0.77247 -0.71143
C -1.86013 0.23137 0.27222
C 0.64239 0.39946 0.60917
H 2.84903 -0.01395 -1.02923
H 0.63889 1.46838 0.52327
H -2.55477 -0.25168 -0.41617
H -1.86149 1.29788 0.04172
```

The natural (NBO) scheme yields these atomic charges, measured in e: O -0.60; H 0.22; H 0.49; H 0.18; C 0.00; H 0.21; O -0.97; C -0.62; C 0.00; H 0.46; H 0.19; H 0.22; H 0.21

***

Entry 2:
C5H13N2 | ωB97M-V/def2-TZVPD

Values from the calculation:
Charge: +1
Energy relative to the best compared isomer or geometry (same formula, charge and spin) in kcal/mol: 183.1
Total energy in eV: -8362.870
Multiplicity: 1

The geometry in XYZ format:
```
20
C5H13N2 (ωB97M-V/def2-TZVPD)
H -4.41896 1.68314 -1.42470
H -0.51187 -2.62963 1.31429
H -3.03169 0.83301 -1.73458
H 1.37535 0.07225 1.73907
H 2.13942 -1.09143 -0.78460
N -0.32268 -1.70146 1.46228
C -0.03934 -0.78025 0.47400
H 3.09039 0.10238 -1.88488
N -4.03185 0.74716 -1.39106
H 0.15670 1.23935 1.26836
C 1.92137 1.01835 -0.16804
H 1.30577 1.61996 -0.92190
H -0.35748 -1.56824 2.50000
H -4.04676 0.61593 -0.35028
H 2.49952 1.69641 0.48925
H 3.84033 -0.45276 -0.38658
C 0.82346 0.50299 0.91149
C -0.59123 0.01641 -0.45730
C 2.77778 -0.16836 -0.71166
H -0.91116 1.02484 -0.61292
```

The natural (NBO) scheme yields these atomic charges, measured in e: H 0.37; H 0.43; H 0.33; H 0.30; H 0.21; N -0.81; C 0.22; H 0.25; N -1.04; H 0.24; C -0.38; H 0.22; H 0.45; H 0.35; H 0.24; H 0.27; C -0.40; C 0.15; C -0.67; H 0.28

***

Entry 3:
C29H52N6O2 | ωB97M-V/def2-TZVPD

Values from the calculation:
Charge: -2
Total energy in eV: -43949.550
Multiplicity: 1

The geometry in XYZ format:
```
89
C29H52N6O2 (ωB97M-V/def2-TZVPD)
N -0.20870 -1.38084 1.18530
H -0.82253 2.48614 1.72932
H -5.73652 -4.51260 0.61040
C 2.25374 7.21342 -5.04459
H 5.02531 -0.37625 0.49373
C -0.38018 1.49582 1.61890
C 1.86462 7.73510 -6.42204
H 3.31196 6.96239 -5.01699
H 3.93918 1.57735 0.20354
C 3.63127 -2.41853 -1.97140
H 2.75795 1.13248 -2.46226
H 2.48121 8.60149 -6.67103
C -0.94062 -1.89354 0.10185
C 2.73173 -4.26969 0.26394
C 1.88275 -3.20026 -0.40868
H -2.05544 -1.34847 2.09446
O -1.53760 -3.03064 0.21696
N -4.15716 -0.41343 1.29107
H -2.21120 0.85886 2.44684
C -0.53013 7.04580 -6.37364
H 1.70583 6.31116 -4.77753
H 0.82980 -3.47101 -0.37865
H -0.68993 -1.39927 3.19629
H 1.40968 1.22962 2.83388
H -4.26700 -4.73149 2.64163
H -5.86533 -2.32513 -0.58360
C 4.08584 -0.36539 1.03373
H 0.20101 8.62795 -7.49067
H 1.76667 1.57583 -5.43826
H 0.52702 2.25426 -2.71756
C 3.47102 1.03011 1.01421
N 4.63387 -1.85925 -2.01241
C 1.40703 2.29120 -4.69586
H 2.06442 7.96569 -4.27584
H 1.60830 0.01719 0.60981
H -3.82452 -1.49003 5.55364
H 5.24574 -0.39309 2.84868
N -1.25228 6.15858 -6.28816
O -0.97855 -1.21145 -0.97424
C -3.44934 -2.35757 6.09694
H 2.37384 -4.42303 1.28161
H -4.27652 -4.12804 7.05332
H -4.18884 -2.86130 -0.55170
C -1.04803 -0.95564 2.23515
C -5.42506 -3.66345 5.37538
C -1.16603 0.57743 2.52518
H 3.52642 -0.63719 3.10079
C 0.39711 8.16562 -6.52175
C 1.93847 1.03710 0.76426
H -2.96476 -1.98227 7.00082
H 1.75698 1.61736 -0.13410
N -6.06651 -3.95704 4.47097
C 4.35502 -0.86415 2.44238
H 0.61438 2.87582 -5.16836
H 2.67405 -5.22725 -0.26902
C 1.89134 0.59599 -2.85328
C -2.43907 -3.10223 5.23316
N 3.34714 3.94352 -4.12966
H -2.88549 -3.43128 4.29568
H 1.94451 -2.26706 0.15138
H 2.06650 6.97536 -7.17851
C -4.62646 -1.31879 0.76755
H -3.73329 -3.06251 2.42179
H 3.78672 -3.97806 0.31767
H -1.59947 -2.45760 4.97986
H 4.53551 -1.93125 2.45606
H 0.16948 8.91252 -5.75945
C 2.28342 -2.96834 -1.86989
H -0.87501 0.77348 3.55704
C 2.50086 3.20906 -4.38219
H 1.42959 0.05528 -2.02463
H -2.05040 -3.98100 5.75591
H -0.00662 0.97342 -3.78011
H -6.14206 -3.27092 1.77956
H 2.24886 -0.13233 -3.58607
H 1.58995 -2.25399 -2.31842
H 3.41482 -1.05595 0.54523
H -3.30054 -4.28078 1.22744
C -5.02238 -2.54018 0.07670
H 1.36505 2.70790 1.93715
C -4.09269 -3.95054 1.90111
C 1.12335 1.64729 1.87310
C 0.87034 1.54044 -3.46700
C -5.35317 -3.61950 1.11222
H -5.28769 -2.70006 7.21142
H 3.69551 1.53893 1.94677
C -4.63208 -3.24059 6.52642
H -0.54993 1.18750 0.59379
H 2.23155 -3.89298 -2.45302
```

The Löwdin scheme yields these atomic charges, measured in e: N -0.04; H 0.08; H 0.10; C -0.11; H 0.08; C -0.23; C -0.27; H 0.07; H 0.09; C -0.26; H 0.07; H 0.10; C -0.85; C -0.11; C -0.25; H 0.05; O -0.17; N 0.18; H 0.05; C -0.24; H 0.06; H 0.09; H 0.06; H 0.10; H 0.05; H 0.10; C -0.27; H 0.11; H 0.11; H 0.11; C -0.20; N 0.13; C -0.20; H 0.08; H 0.07; H 0.11; H 0.06; N 0.15; O -0.16; C -0.26; H 0.07; H 0.11; H 0.12; C -0.35; C -0.22; C -0.22; H 0.07; C -0.20; C -0.22; H 0.10; H 0.09; N 0.17; C -0.11; H 0.11; H 0.06; C -0.11; C -0.09; N 0.13; H 0.05; H 0.07; H 0.11; C -0.23; H 0.05; H 0.06; H 0.06; H 0.05; H 0.12; C -0.18; H 0.07; C -0.24; H 0.06; H 0.07; H 0.11; H 0.08; H 0.07; H 0.10; H 0.06; H 0.06; C -0.19; H 0.09; C -0.14; C -0.22; C -0.24; C -0.27; H 0.11; H 0.09; C -0.20; H 0.10; H 0.11

***

Entry 4:
C27H21AuCl3N3OS | ωB97M-V/def2-TZVPD

Values from the calculation:
Charge: 0
Total energy in eV: -86950.077
Multiplicity: 1

The geometry in XYZ format:
```
57
C27H21AuCl3N3OS (ωB97M-V/def2-TZVPD)
C -0.56158 5.54545 2.56971
C 1.23868 -5.85920 1.36488
C -0.44354 7.27623 0.96208
C -0.53815 3.91511 -0.92965
C 2.89732 -4.22359 1.71432
C -2.07739 -5.15814 -1.90209
C -2.79169 -6.36620 -1.65687
C 0.89880 -3.61132 0.46659
C -1.28043 -6.72359 0.18836
C -1.26103 0.72809 -0.68071
C 3.44273 1.27829 -0.61684
Au -0.31667 -2.09231 -0.07133
H 2.42631 3.87202 -0.80653
H -2.37874 3.15889 -1.89274
N -1.98974 1.85124 -0.26130
H -2.32798 -4.63011 -2.81454
Cl -0.19308 6.95412 -1.69111
C -0.73623 -5.42741 -0.09827
H 4.56164 -0.59544 -0.36991
H 3.83369 1.82789 0.25712
C 1.78654 3.15910 -1.41968
H -0.40649 8.39725 0.75217
H -0.93502 -7.34198 0.98056
H -3.60277 1.91485 1.24549
C -0.59964 4.56862 1.54887
C 2.15558 -3.26386 0.99744
C -2.82029 1.37709 0.74232
H -2.59986 3.84994 -0.27152
H 2.85846 -6.22707 2.66431
C -0.48272 4.96742 0.18263
H -0.48121 4.31086 -1.94863
H -2.76762 -8.09786 -0.29381
C -2.32594 0.13487 1.09935
O 0.48944 2.89618 -0.75383
H -0.64396 0.66241 -1.53355
C 2.42223 1.78292 -1.51819
H -0.63331 3.53735 1.95298
H 1.05060 -6.89229 1.19546
C 0.46257 -4.92536 0.64993
H -3.67894 -6.59166 -2.19466
C -0.52402 6.90644 2.30710
N -1.47004 -0.32523 0.14288
C -1.93456 3.19803 -0.88216
S 2.75290 -0.70296 -2.09088
H 2.50245 -2.28705 0.83022
C -0.37127 6.36792 -0.09345
N -1.11842 -4.69057 -1.12437
H -2.54103 -0.46940 1.93950
C 2.05794 0.80228 -2.43892
H 3.91786 -3.93614 2.07825
Cl 0.98679 1.00491 -3.74810
C -2.33003 -7.17200 -0.60249
Cl -0.61112 8.05751 3.57014
C 3.72709 -0.04285 -0.80945
C 2.42355 -5.46869 1.99289
H 1.65391 3.58711 -2.44067
H -0.77261 5.23187 3.56079
```

The natural (NBO) scheme yields these atomic charges, measured in e: C -0.22; C -0.19; C -0.24; C 0.08; C -0.21; C 0.06; C -0.28; C -0.28; C -0.25; C 0.22; C -0.24; Au 0.44; H 0.20; H 0.22; N -0.34; H 0.18; Cl 0.04; C 0.22; H 0.25; H 0.23; C -0.08; H 0.24; H 0.21; H 0.23; C -0.19; C -0.26; C -0.09; H 0.22; H 0.21; C -0.07; H 0.21; H 0.21; C -0.07; O -0.55; H 0.22; C -0.12; H 0.25; H 0.20; C -0.14; H 0.21; C -0.04; N -0.53; C -0.21; S 0.52; H 0.20; C -0.05; N -0.44; H 0.22; C -0.29; H 0.20; Cl 0.05; C -0.17; Cl 0.04; C -0.41; C -0.25; H 0.20; H 0.22

***

Entry 5:
C27H30AgB2F4IO8PS | ωB97M-V/def2-TZVPD

Values from the calculation:
Charge: +1
Total energy in eV: -89309.776
Multiplicity: 1

The geometry in XYZ format:
```
75
C27H30AgB2F4IO8PS (ωB97M-V/def2-TZVPD)
H -4.10229 -3.34197 0.52058
C -1.97536 1.29975 5.17017
C 2.31094 2.88950 -0.78990
O -2.38394 -1.81491 -2.43623
C 1.80592 2.47895 -2.02040
C 1.56817 2.65954 0.37434
H -0.04737 -3.21650 4.85251
H -1.04454 1.55800 -3.56551
O -2.44424 1.21581 -1.69639
C -2.37396 -1.22006 0.11227
H 2.60768 1.69284 -5.33198
H 5.73444 3.06882 -0.43944
C 0.03353 1.37981 -3.48004
C 4.78193 2.66373 -0.06554
C -1.17182 0.35395 1.46690
H 0.07942 -3.56661 3.08320
H -0.92374 -5.31670 5.34299
C -0.93538 -5.09919 4.26672
Ag -2.25201 -2.02719 -5.37290
C -2.25056 -4.43489 0.24463
C -1.55598 0.95729 -0.91013
C -3.13040 -3.43545 1.01292
H 4.54370 1.12658 -1.58217
H -4.82818 -0.90243 -1.30801
F -2.83214 1.24832 6.20439
C 4.69872 1.18048 -0.49751
O 2.78516 1.37286 -4.43475
H -1.96501 -5.30153 3.92732
C -0.59291 -0.08553 3.88546
O -0.61797 2.49854 2.41655
O -4.45731 -1.79393 -1.21261
B -3.06672 -1.64051 -1.25318
C 0.55110 1.84748 -2.12797
O -2.99670 -2.73275 4.43128
C -0.17686 1.62977 -0.96264
I 0.40839 -2.89173 -4.90809
F -1.01556 2.15999 5.50870
C -2.44012 -2.09472 1.20770
S 2.18020 3.17141 1.99368
H -0.35927 -0.72669 -2.92181
H 3.51231 4.39474 0.07279
H -3.08908 -1.73276 -3.09734
H 1.50826 4.34282 2.13154
C -0.48765 1.71330 1.50831
H 5.68188 0.73170 -0.29880
H -0.25204 -5.81155 3.79470
P 2.91862 2.78369 -3.48717
H 0.54824 1.88034 -4.30211
H 3.92051 0.67598 0.08613
F -2.68431 1.75354 4.12632
C 0.34417 2.02360 0.27068
C 3.65959 3.57698 -0.64802
H -0.31114 -0.35314 -5.65922
C 0.47716 -0.67844 -4.97282
O -2.74338 -5.28846 -0.44530
H 1.23386 4.04054 -4.84623
C -1.22896 -0.49016 2.56604
H 0.08998 -0.90022 4.17334
H 4.79595 2.78796 1.02394
C 0.34750 -0.15287 -3.53231
H 2.91352 4.37025 -5.31853
H -2.94219 -3.51785 4.99662
B -1.86308 -2.71288 3.67194
H -3.34436 -3.93805 1.97113
O -1.52888 0.03881 4.96774
C -1.71901 -0.01541 0.24119
C 2.25030 4.21089 -4.45837
H 1.33342 -0.29733 -3.06763
C -1.85721 -1.73119 2.40253
H 0.04864 0.79672 3.79658
C -0.57515 -3.60111 3.96493
H 2.31226 5.09375 -3.81217
H 1.48448 -0.46221 -5.33484
F -0.90677 -4.35533 0.39754
H 4.00363 4.01324 -1.58826
```

The Löwdin scheme yields these atomic charges, measured in e: H 0.13; C -0.71; C -0.24; O 0.12; C -0.22; C -0.42; H 0.11; H 0.11; O 0.12; C 0.03; H 0.05; H 0.11; C -0.13; C -0.24; C -0.01; H 0.10; H 0.08; C -0.10; Ag 0.67; C -0.40; C -0.23; C 0.00; H 0.05; H 0.13; F 0.17; C -0.09; O -0.34; H 0.06; C -0.07; O 0.09; O 0.15; B -0.59; C -0.14; O 0.19; C -0.02; I 0.92; F 0.18; C -0.11; S 0.88; H 0.07; H 0.09; H 0.08; H -0.08; C -0.27; H 0.08; H 0.08; P 0.96; H 0.08; H 0.07; F 0.17; C -0.08; C -0.22; H 0.03; C -0.55; O 0.15; H 0.04; C -0.05; H 0.14; H 0.08; C -0.30; H 0.04; H 0.11; B -0.45; H 0.14; O 0.07; C -0.03; C -0.25; H 0.12; C 0.02; H 0.13; C -0.13; H 0.05; H 0.04; F 0.12; H 0.06

***

> What is the total energy in the first record?

-7332.503 eV